# C2H4N4

The molecule C2H4N4 at a distorted geometry (ωB97M-V/def2-TZVPD, the OMol25 dataset).

Properties
Gap between HOMO and LUMO ... 0.3267 Eh
HOMO level ... -8.611 eV
ΔE to the lowest compared entry with this formula, charge and spin ... 96.02 kcal/mol
Charge ... 0
Electronic energy ... -8095.150 eV

```
10
Properties=species:S:1:pos:R:3:forces:R:3:nbo_charge:R:1
C -1.48448 1.00377 0.01722 0.810 2.344 -0.768 -0.128
C 1.74976 -0.66875 0.09139 2.408 3.700 -3.272 -0.463
N -2.38689 0.08384 -0.01494 -0.831 -1.615 0.641 0.069
N -0.14067 0.75862 0.02038 3.382 -0.473 0.222 -0.167
N -3.00927 -0.85078 0.10996 0.308 0.669 -0.387 0.064
N 0.36575 -0.37793 0.03894 -3.360 -1.381 0.223 -0.239
H -1.65347 2.08205 -0.17962 -0.809 -1.247 0.279 0.231
H 2.16066 -0.90435 -0.96323 -1.229 -0.710 1.339 0.222
H 2.37408 0.30145 0.09004 -0.658 -1.020 1.287 0.185
H 2.02453 -1.42790 0.78987 -0.020 -0.267 0.436 0.224
```
Positions in Å, forces in eV/Å.